Record 1
The following is a quantum chemistry calculation of a structure of composition C15H18BN7Ru at a distorted geometry, from the OMol25 dataset.

Output
Kohn-Sham gap (alpha / beta): 4.4 / 4.4 eV
2S+1: 1
energy above the lowest of the compared OMol25 structures with the same formula, charge and spin: 0.000 eV
charge: +2
largest force on an atom: 1.4 eV Å⁻¹
total energy: -29520.337 eV

The geometry in XYZ format:
```
42
Properties=species:S:1:pos:R:3:forces:R:3
Ru 0.1217 0.1098 0.2510 -0.1608 0.3872 -0.1814
C -0.4521 -3.5237 -1.8042 0.0218 -0.0818 0.0365
C -0.4417 -2.1461 -1.7928 0.0376 0.1000 0.0999
N -0.0896 -1.7005 -0.5665 -0.0210 -0.2491 0.0060
N 0.1283 -2.7963 0.2098 -0.0061 0.1689 0.0179
C -0.0835 -3.8939 -0.5120 -0.0140 -0.0544 -0.0720
B 0.5318 -2.5977 1.6944 -0.0169 -0.0004 -0.0389
N -0.5783 -1.7426 2.3533 -0.0652 -0.0084 -0.0636
C -1.3828 -1.9543 3.3992 -0.0096 -0.0233 0.0214
C -2.2393 -0.8717 3.5335 -0.0398 -0.0080 0.0142
C -1.8965 -0.0129 2.5020 0.0039 -0.0532 -0.0531
N -0.8944 -0.5569 1.7950 0.0367 0.1646 0.1889
N 1.8048 -1.7132 1.7048 0.0620 -0.0420 -0.1627
C 3.0276 -1.9060 2.2069 0.0419 0.0047 0.0250
C 3.8301 -0.8256 1.8668 0.0297 -0.0220 -0.0011
C 3.0115 0.0103 1.1263 -0.0304 -0.0781 -0.0529
N 1.7932 -0.5455 1.0280 0.1077 0.1967 0.3271
H -0.6885 -4.1749 -2.6267 -0.0002 0.0011 0.0008
H -0.6620 -1.4521 -2.5885 -0.0076 -0.0058 -0.0010
H 0.0388 -4.8719 -0.0751 -0.0030 0.0010 -0.0019
H 0.6961 -3.6335 2.2509 0.0103 0.0203 0.0330
H -1.3032 -2.8618 3.9748 0.0009 -0.0004 0.0004
H -3.0131 -0.7343 4.2677 0.0063 -0.0111 0.0085
H -2.3167 0.9415 2.2284 0.0204 0.0053 0.0104
H 3.2542 -2.7995 2.7653 0.0019 -0.0020 -0.0061
H 4.8671 -0.6762 2.1094 -0.0014 -0.0140 0.0099
H 3.2335 0.9533 0.6529 -0.0195 0.0102 0.0293
C 0.8307 2.2288 3.3023 0.0249 0.1110 0.1280
C 0.5056 2.7570 1.9625 -0.1388 -0.9068 -0.4830
C 0.4171 4.1553 1.5645 -0.0088 -0.1604 -0.0650
C 0.1063 4.2117 0.2191 -0.0957 -0.1340 -0.5163
C 0.0014 2.8908 -0.1931 -0.1715 0.6632 -0.6111
C -0.3175 2.2740 -1.5052 0.0100 0.3236 -0.0227
N 0.2523 2.0107 0.8998 0.3917 -0.3296 1.2957
H 1.7913 2.6248 3.6408 0.0144 -0.0405 0.0101
H 0.8672 1.1417 3.3010 0.0002 0.0124 -0.0033
H 0.0869 2.5650 4.0297 -0.0004 -0.0476 0.0194
H 0.5802 4.9899 2.2313 0.0038 0.0572 0.0054
H -0.0270 5.0884 -0.3932 -0.0147 0.0012 0.0053
H -0.5085 3.0173 -2.2769 0.0120 0.0480 0.0326
H -1.2266 1.6557 -1.4391 0.0273 -0.0030 -0.0056
H 0.5234 1.6618 -1.8694 -0.0397 -0.0007 0.0160
```
Positions in Å, forces in eV/Å.



Record 2
The following is a quantum chemistry calculation of a structure of composition C46H42BCoF15GeN11S4 at a distorted geometry, from the OMol25 dataset.

Output
Kohn-Sham gap (alpha / beta): 5.8 / 5.8 eV
2S+1: 1
charge: +2
largest force on an atom: 3.0 eV Å⁻¹
total energy: -243681.838 eV

The geometry in XYZ format:
```
121
Properties=species:S:1:pos:R:3:forces:R:3
Co -1.5690 -0.7626 -0.2651 1.8461 -0.4315 0.4213
C 0.8011 -5.2077 -2.2135 -0.1030 -0.0394 -0.0012
C 1.3037 -3.8490 -1.8681 0.4518 0.0422 -0.1654
C 2.5155 -3.3799 -2.2883 -0.3617 0.0051 0.1581
C 2.9325 -2.0633 -1.9519 -0.1573 -0.2730 0.1039
N 2.2192 -1.3371 -1.1354 0.5173 0.5643 0.0799
N 1.0600 -1.8044 -0.6719 0.1825 -0.6609 -0.4653
B 0.3386 -1.0713 0.4449 -1.2832 -0.5619 -0.2024
N 0.2007 -2.0243 1.6697 -0.1265 0.0773 0.5345
N 1.2244 -2.8238 1.9098 0.4905 -0.3029 -0.0672
C 1.1593 -3.6877 2.8946 -0.0863 0.2164 -0.0622
C 0.0140 -3.7459 3.7203 -0.2847 0.2591 -0.0920
C -1.0581 -2.9252 3.4739 0.3892 -0.1713 0.0430
C -2.3408 -3.0010 4.2258 -0.0995 0.0224 0.0120
C -0.9338 -2.0387 2.3777 0.0397 0.0542 -0.2577
S -2.2103 -1.0453 1.8145 -0.1882 0.0758 0.2929
C 2.3132 -4.6684 2.9906 0.1492 -0.0646 -0.2464
C 2.3455 -5.3948 4.3357 -0.0748 0.0978 -0.1565
C 3.6483 -3.9527 2.7546 -0.1546 -0.0316 0.0556
C 2.0821 -5.6786 1.8490 0.0588 0.0185 0.1835
N 1.0895 0.2119 0.8837 -0.0174 0.9745 0.1677
N 2.2253 -0.0266 1.5024 -0.1630 -0.5254 0.0003
C 2.9693 0.9621 1.9536 0.0491 0.7202 0.0891
C 2.6171 2.2983 1.6808 -0.0041 -0.4035 -0.0995
C 1.4105 2.5665 1.0837 -0.2241 -0.1590 -0.0779
C 0.9223 3.9551 0.8385 -0.0203 -0.0039 0.0064
C 0.5985 1.4558 0.7457 1.5158 0.4729 -0.3500
S -1.0497 1.6794 0.3087 -2.2521 -0.3691 -1.9934
C 4.1469 0.5719 2.8235 0.2154 -0.2075 0.0653
C 3.5577 -0.1772 4.0324 0.0025 0.0678 -0.1168
C 4.9394 1.7834 3.3118 -0.1219 -0.0187 -0.0994
C 5.0777 -0.3531 2.0289 -0.1248 0.0873 0.0234
C 0.5098 -2.9674 -1.0849 -0.1431 0.1949 0.1236
S -1.1027 -3.2933 -0.6722 -0.5452 1.1382 0.1240
C 4.1840 -1.4661 -2.5630 -0.0099 0.2677 -0.1151
C 3.7859 -0.9186 -3.9449 0.1038 -0.0275 0.1052
C 4.7191 -0.3235 -1.7006 -0.0323 -0.1135 -0.0544
C 5.2770 -2.5294 -2.7375 -0.1105 0.0749 0.0333
H 1.5512 -5.7667 -2.7664 0.0153 -0.0340 0.0088
H -0.1071 -5.1457 -2.8144 -0.0223 0.0315 -0.0148
H 0.5355 -5.7526 -1.3066 0.0123 -0.0493 0.0130
H 3.1524 -4.0061 -2.8956 0.0115 -0.0178 -0.0458
H -0.0382 -4.4614 4.5280 0.0132 -0.0310 0.0262
H -2.2157 -3.5209 5.1720 0.0068 -0.0061 0.0138
H -3.0731 -3.5435 3.6228 -0.0367 0.0086 0.0243
H -2.7519 -2.0082 4.4031 0.0044 0.0005 0.0801
H 2.3154 -4.6889 5.1667 0.0185 -0.0199 0.0664
H 3.2701 -5.9642 4.4127 0.0013 -0.0429 0.0103
H 1.5162 -6.0958 4.4291 -0.0215 -0.0298 0.0888
H 3.8974 -3.3153 3.6034 0.0675 0.0423 0.0120
H 3.6012 -3.3425 1.8548 0.0520 0.0114 -0.0267
H 4.4377 -4.6937 2.6345 0.0426 -0.0047 0.0449
H 1.0888 -6.1229 1.9243 -0.0251 -0.0669 -0.0546
H 2.8219 -6.4761 1.9055 0.0235 -0.0414 -0.0146
H 2.1774 -5.1797 0.8837 -0.0322 -0.0008 -0.0460
H 3.2772 3.1069 1.9571 -0.0056 0.0291 0.0714
H 1.7298 4.6766 0.9348 0.0191 -0.0079 0.0368
H 0.1488 4.1978 1.5711 -0.0539 0.0635 -0.0217
H 0.4849 4.0408 -0.1556 -0.0168 0.0977 0.0057
H 2.8504 0.4570 4.5691 -0.0450 -0.0280 0.0528
H 4.3551 -0.4491 4.7217 0.0559 -0.0235 0.0036
H 3.0506 -1.0817 3.7004 -0.0538 -0.0497 0.0525
H 4.3353 2.4358 3.9431 0.0085 0.0709 0.0199
H 5.3481 2.3578 2.4799 0.0150 0.0737 -0.0214
H 5.7852 1.4410 3.9047 -0.0082 -0.0366 0.0472
H 4.5095 -1.1687 1.5856 0.0565 -0.0760 -0.0435
H 5.8409 -0.7674 2.6859 0.0027 -0.0077 0.0518
H 5.5793 0.2126 1.2440 0.0309 -0.0560 -0.0711
H 3.0818 -0.0913 -3.8500 -0.0632 0.0259 -0.0049
H 3.3382 -1.6954 -4.5653 -0.0166 0.0022 -0.0625
H 4.6752 -0.5430 -4.4491 0.0138 0.0034 -0.0851
H 3.9503 0.4240 -1.5125 -0.0029 0.0395 0.0489
H 5.5529 0.1603 -2.2071 0.0391 -0.0127 -0.0395
H 5.0754 -0.7144 -0.7504 0.0035 0.0511 0.0972
H 5.0668 -3.2008 -3.5690 -0.0203 -0.0708 0.0099
H 5.4061 -3.1173 -1.8284 0.0737 -0.0303 0.0245
H 6.2200 -2.0346 -2.9626 0.0444 0.0010 0.0022
N -2.8040 -1.0115 -5.1018 -0.3040 -0.6957 -0.5651
N -1.9724 -0.6979 -4.0931 0.5102 0.3588 0.7422
N -0.7569 -0.2553 -4.3096 0.1786 0.0770 -0.5089
C -0.2649 -0.1645 -3.0880 -0.1646 -0.1007 0.3301
N -1.1676 -0.5481 -2.1807 -0.3124 -0.0431 -0.2059
N -2.2604 -0.8873 -2.8454 -0.3941 -0.1092 -0.4147
H -2.6015 -0.5302 -5.9647 0.0931 0.2183 0.1636
H -3.7732 -1.0959 -4.8384 0.0531 0.1839 0.2072
H 0.7298 0.1723 -2.8613 0.0885 0.0158 0.0096
F -3.0569 3.6994 1.6468 0.1067 0.1744 0.2981
C -2.9740 4.9271 1.0992 -0.0911 -0.0405 -0.3023
C -3.2208 5.0478 -0.2568 -0.0049 -0.2844 -0.2642
C -3.1070 6.3018 -0.8288 0.0200 -0.3253 0.0987
F -3.2573 6.4013 -2.1530 0.1031 0.3480 0.0194
C -2.8108 7.4228 -0.0698 0.0030 -0.0002 -0.1028
F -2.7249 8.6172 -0.6324 0.0138 0.0358 0.0203
C -2.5686 7.2723 1.2906 -0.0312 -0.1575 -0.0201
F -2.2574 8.3170 2.0336 0.0244 0.0481 -0.0573
C -2.6267 6.0133 1.8788 0.0228 -0.0974 -0.0199
F -2.3137 5.8577 3.1612 -0.1095 0.0436 0.0264
Ge -3.5462 3.4305 -1.3317 -1.2870 0.4241 0.6154
S -1.4997 2.7075 -1.8318 1.2127 -1.1746 1.7413
C -4.5000 3.6719 -3.0445 0.5360 -0.0157 0.1997
C -4.2524 2.8345 -4.1164 -0.1494 0.0841 0.0610
F -3.4179 1.7866 -3.9540 0.0494 0.0422 -0.1680
C -4.8570 3.0043 -5.3466 0.0843 -0.1004 0.0985
F -4.5597 2.1746 -6.3446 -0.1016 0.0322 -0.0617
C -5.7806 4.0277 -5.5125 0.0554 -0.0428 0.1567
F -6.3808 4.1937 -6.6724 -0.0135 0.0058 -0.0143
C -6.0905 4.8562 -4.4386 0.0225 0.0066 0.1070
F -7.0028 5.8027 -4.5734 0.0111 0.0331 -0.0526
C -5.4411 4.6748 -3.2272 0.1673 -0.1517 0.0448
F -5.7353 5.4633 -2.1967 -0.1977 0.1611 -0.1639
C -4.7730 2.2455 -0.2901 0.5599 0.2389 -0.2384
C -4.6466 0.8860 -0.1223 -0.1483 0.1502 0.1989
F -3.5724 0.2496 -0.6625 -0.2653 -0.0394 -0.2009
C -5.5619 0.1320 0.5883 0.1918 -0.1087 -0.0688
F -5.3493 -1.1665 0.7743 -0.1573 -0.0170 -0.0497
C -6.6914 0.7499 1.1061 0.0585 0.0986 -0.0632
F -7.5890 0.0391 1.7593 -0.0024 0.0002 0.0138
C -6.8690 2.1187 0.9358 0.1584 -0.0019 -0.0522
F -7.9469 2.7158 1.4100 0.0055 -0.0069 0.0753
C -5.8908 2.8444 0.2731 0.1152 -0.1479 -0.0403
F -6.0215 4.1678 0.1691 -0.2426 0.0053 0.0463
```
Positions in Å, forces in eV/Å.



Record 3
The following is a quantum chemistry calculation of the molecule C2H2FP at a distorted geometry, from the OMol25 dataset.

Output
Kohn-Sham gap: 9.0 eV
2S+1: 1
energy above the lowest of the compared OMol25 structures with the same formula, charge and spin: 1.484 eV
largest force on an atom: 3.7 eV Å⁻¹
total energy: -14110.028 eV

The geometry in XYZ format:
```
6
Properties=species:S:1:pos:R:3:forces:R:3
F -2.7666 0.8577 0.0267 -0.1352 -0.9686 -0.2475
P -2.1703 -0.7012 0.0196 2.7093 2.1517 1.2887
C -0.1786 -0.0047 0.6580 -2.6939 -0.1237 0.9314
C -0.4281 -0.1919 -0.5706 -0.8602 -0.6504 -2.2064
H 0.0059 0.4572 1.6401 0.3867 -0.7131 -1.0351
H -0.1891 -0.1547 -1.6553 0.5933 0.3042 1.2688
```
Positions in Å, forces in eV/Å.